Arrangement P

C39H102N12O15 | wB97M-V/def2-TZVPD

XYZ file:
```
168
Properties=species:S:1:pos:R:3
C 3.426 12.305 -0.739
O 4.462 11.445 -0.473
C 4.267 10.131 -0.802
C 5.580 9.416 -0.622
N 5.478 7.994 -0.900
C 4.435 7.220 -0.166
C 4.905 5.765 0.046
O 6.129 5.564 0.793
C 5.996 6.073 2.177
H 2.887 12.029 -1.646
H 3.818 13.319 -0.829
H 2.674 12.383 0.046
H 3.890 10.025 -1.820
H 3.504 9.757 -0.120
H 6.162 9.526 0.292
H 6.264 9.806 -1.376
H 6.419 7.659 -0.751
H 3.429 7.152 -0.582
H 4.311 7.655 0.826
H 5.013 5.225 -0.895
H 4.130 5.233 0.598
H 6.128 7.154 2.154
H 6.852 5.742 2.765
H 5.053 5.793 2.648
C -2.547 -2.711 -9.458
O -2.645 -4.103 -9.074
C -3.620 -4.319 -8.065
C -3.375 -5.777 -7.652
N -3.070 -5.802 -6.178
C -2.808 -7.140 -5.727
C -2.397 -7.193 -4.222
O -2.616 -8.491 -3.920
C -2.492 -8.722 -2.552
H -2.108 -2.139 -8.641
H -3.494 -2.205 -9.647
H -1.746 -2.606 -10.190
H -4.560 -4.137 -8.585
H -3.463 -3.609 -7.252
H -2.577 -6.272 -8.207
H -4.283 -6.359 -7.811
H -2.165 -5.362 -6.091
H -1.915 -7.488 -6.246
H -3.641 -7.817 -5.917
H -3.074 -6.548 -3.662
H -1.382 -6.873 -3.987
H -1.485 -8.643 -2.142
H -2.664 -9.771 -2.314
H -3.053 -7.987 -1.975
C 2.471 0.068 2.190
O 1.087 -0.009 1.796
C 0.188 -0.124 2.928
C -1.298 -0.186 2.493
N -1.522 -1.180 1.370
C -1.760 -2.538 1.931
C -1.408 -3.683 0.940
O -0.124 -3.255 0.401
C 0.673 -4.232 -0.233
H 2.753 -0.819 2.758
H 2.749 0.995 2.691
H 3.076 0.045 1.283
H 0.306 0.763 3.550
H 0.476 -1.000 3.510
H -1.565 0.797 2.104
H -1.977 -0.199 3.346
H -0.610 -1.301 0.952
H -2.643 -2.615 2.565
H -0.918 -2.650 2.615
H -2.150 -3.718 0.142
H -1.489 -4.603 1.518
H 0.766 -4.001 -1.294
H 0.269 -5.227 -0.048
H 1.643 -4.215 0.263
C -1.574 -1.318 7.566
O -0.577 -0.735 8.314
C -0.996 0.527 8.911
C 0.081 1.115 9.814
N 1.454 1.383 9.271
C 1.564 1.982 7.968
C 3.027 2.219 7.485
O 3.736 1.026 7.199
C 5.107 1.139 6.932
H -2.185 -0.633 6.978
H -2.240 -1.827 8.263
H -1.165 -1.994 6.815
H -1.841 0.458 9.596
H -1.140 1.313 8.170
H 0.306 0.563 10.727
H -0.160 2.128 10.135
H 1.944 0.501 9.226
H 0.913 2.850 7.859
H 1.057 1.260 7.329
H 3.467 2.911 8.203
H 2.936 2.711 6.516
H 5.486 0.160 6.639
H 5.768 1.639 7.639
H 5.104 1.805 6.069
C 0.366 -5.398 4.471
O -0.968 -5.877 4.477
C -1.466 -6.267 5.783
C -2.910 -6.851 5.740
N -3.745 -5.768 5.204
C -5.172 -6.195 4.968
C -5.633 -5.560 3.623
O -4.971 -6.119 2.450
C -5.451 -5.597 1.224
H 0.337 -4.311 4.392
H 0.817 -5.670 3.517
H 0.979 -5.572 5.356
H -1.385 -5.406 6.447
H -0.752 -6.986 6.184
H -3.122 -7.008 6.798
H -3.055 -7.794 5.213
H -3.302 -5.543 4.325
H -5.726 -5.774 5.807
H -5.362 -7.266 4.905
H -5.457 -4.491 3.743
H -6.716 -5.674 3.579
H -5.218 -4.537 1.116
H -6.540 -5.589 1.253
H -5.078 -5.992 0.280
C -0.171 8.079 -3.687
O -0.010 6.719 -3.405
C -0.622 5.887 -4.418
C -0.520 4.392 -4.000
N 0.853 4.111 -3.464
C 1.095 2.690 -3.283
C 1.172 1.864 -4.585
O 2.195 2.369 -5.436
C 2.048 1.922 -6.784
H -1.230 8.324 -3.604
H 0.182 8.281 -4.698
H 0.394 8.755 -3.045
H -0.071 6.121 -5.329
H -1.679 6.119 -4.551
H -0.632 3.852 -4.940
H -1.274 4.083 -3.276
H 1.576 4.376 -4.118
H 0.233 2.291 -2.749
H 2.015 2.509 -2.728
H 0.248 1.975 -5.153
H 1.304 0.796 -4.415
H 2.388 2.734 -7.428
H 1.039 1.775 -7.169
H 2.561 0.980 -6.974
C -0.118 5.247 1.523
O -0.459 5.045 2.662
N -0.270 6.397 0.867
N 0.367 4.354 0.829
H -0.720 7.129 1.398
H -0.119 6.525 -0.123
H 0.576 3.447 1.222
H 0.380 4.392 -0.180
C 1.686 -4.281 -7.433
O 0.951 -4.159 -6.461
N 2.994 -4.305 -7.387
N 1.286 -4.760 -8.534
H 3.421 -4.176 -8.294
H 3.489 -4.214 -6.511
H 0.292 -4.650 -8.676
H 1.934 -4.935 -9.289
C -3.419 -0.722 -3.174
O -3.938 -0.377 -4.157
N -2.333 -1.352 -3.068
N -4.059 -0.595 -2.033
H -1.917 -1.740 -3.902
H -2.055 -1.667 -2.149
H -4.974 -0.178 -2.127
H -3.652 -0.775 -1.126
```

Computed properties:
**HOMO energy**: -8.41 eV
**SMILES**: COCCNCCOC.COCCNCCOC.COCCNCCOC.COCCNCCOC.COCCNCCOC.COCCNCCOC.NC(N)=O.NC(N)=O.NC(N)=O
**Kohn-Sham gap**: 8.75 eV
**Spin multiplicity**: 1
**LUMO**: 0.3 eV


Arrangement Q

C39H102N12O15 | wB97M-V/def2-TZVPD

XYZ file:
```
168
Properties=species:S:1:pos:R:3
C 9.345 -6.448 -1.814
O 9.876 -5.611 -1.072
N 8.126 -6.246 -2.394
N 9.910 -7.648 -2.100
H 7.662 -5.350 -2.243
H 7.594 -6.982 -2.824
H 9.464 -8.240 -2.774
H 10.887 -7.748 -1.884
C 11.663 0.611 1.241
O 11.137 -0.001 0.306
N 12.032 -0.009 2.394
N 11.916 1.947 1.218
H 12.384 0.579 3.122
H 11.737 -0.974 2.566
H 11.623 2.526 0.454
H 12.295 2.397 2.025
C 10.829 -3.289 1.428
O 11.233 -2.679 2.426
N 11.101 -2.988 0.140
N 9.926 -4.305 1.423
H 10.730 -3.544 -0.610
H 11.703 -2.211 -0.085
H 9.535 -4.571 2.315
H 9.711 -4.930 0.653
C 4.358 -7.373 -2.752
O 5.276 -7.589 -3.788
C 4.851 -7.305 -5.098
C 4.584 -5.775 -5.267
N 5.620 -5.062 -4.562
C 5.372 -3.675 -4.215
C 6.470 -3.265 -3.266
O 6.425 -4.003 -2.057
C 6.938 -3.320 -0.915
H 3.410 -7.874 -2.991
H 4.167 -6.312 -2.563
H 4.656 -7.849 -1.819
H 4.009 -7.964 -5.338
H 5.618 -7.595 -5.817
H 3.575 -5.606 -4.863
H 4.646 -5.472 -6.313
H 5.799 -5.531 -3.682
H 4.415 -3.589 -3.672
H 5.304 -3.049 -5.106
H 6.400 -2.199 -3.016
H 7.470 -3.409 -3.696
H 6.704 -3.870 -0.014
H 6.597 -2.284 -0.932
H 8.028 -3.261 -1.026
C 7.283 -6.570 1.571
O 7.789 -5.801 2.637
C 6.781 -5.065 3.302
C 7.289 -3.730 3.830
N 7.346 -2.739 2.734
C 7.975 -1.465 3.098
C 7.226 -0.700 4.171
O 7.589 -1.195 5.451
C 7.146 -0.362 6.486
H 6.647 -6.038 0.858
H 6.710 -7.417 1.968
H 8.101 -7.021 1.007
H 6.399 -5.642 4.149
H 5.932 -4.787 2.670
H 8.235 -3.813 4.379
H 6.619 -3.260 4.552
H 7.883 -3.165 1.986
H 7.898 -0.914 2.156
H 9.043 -1.535 3.334
H 6.139 -0.728 4.052
H 7.589 0.334 4.107
H 7.338 -0.711 7.501
H 6.058 -0.228 6.464
H 7.621 0.623 6.424
C 10.688 -3.154 -10.716
O 10.162 -3.547 -9.466
C 10.871 -3.015 -8.361
C 10.140 -3.481 -7.110
N 10.364 -2.575 -6.010
C 9.733 -2.769 -4.729
C 10.237 -1.761 -3.688
O 11.631 -1.598 -3.940
C 12.260 -0.964 -2.848
H 11.472 -3.858 -11.014
H 10.949 -2.097 -10.756
H 9.912 -3.362 -11.457
H 10.841 -1.919 -8.438
H 11.939 -3.253 -8.442
H 10.341 -4.520 -6.824
H 9.087 -3.422 -7.402
H 11.274 -2.158 -5.904
H 9.882 -3.757 -4.260
H 8.654 -2.747 -4.918
H 10.104 -2.073 -2.649
H 9.731 -0.795 -3.810
H 11.845 0.049 -2.794
H 13.343 -0.909 -2.950
H 12.073 -1.446 -1.884
C 9.583 -2.741 8.041
O 10.682 -3.333 7.404
C 10.377 -3.584 6.036
C 11.678 -3.944 5.301
N 12.500 -4.899 6.003
C 13.718 -4.379 6.634
C 14.602 -5.572 7.009
O 15.983 -5.240 7.059
C 16.590 -5.003 5.807
H 9.258 -1.803 7.563
H 9.831 -2.397 9.043
H 8.651 -3.315 8.004
H 9.859 -2.723 5.610
H 9.722 -4.462 5.964
H 12.213 -3.023 5.048
H 11.482 -4.310 4.288
H 12.004 -5.391 6.737
H 13.521 -3.754 7.513
H 14.268 -3.712 5.969
H 14.400 -6.357 6.274
H 14.395 -5.898 8.028
H 17.633 -4.770 6.012
H 16.144 -4.207 5.207
H 16.578 -5.923 5.210
C 16.447 -2.651 -1.178
O 16.739 -1.433 -0.557
C 16.417 -1.315 0.810
C 14.922 -1.454 1.093
N 14.378 -2.793 1.302
C 14.745 -3.419 2.571
C 14.292 -4.872 2.622
O 15.182 -5.687 1.867
C 14.690 -7.024 1.808
H 17.100 -3.427 -0.748
H 16.784 -2.619 -2.216
H 15.393 -2.922 -1.100
H 16.853 -0.423 1.248
H 16.938 -2.176 1.260
H 14.393 -1.131 0.190
H 14.573 -0.806 1.908
H 13.387 -2.944 1.185
H 14.328 -2.823 3.396
H 15.831 -3.422 2.695
H 13.259 -5.018 2.296
H 14.432 -5.185 3.664
H 15.259 -7.645 1.121
H 13.645 -6.985 1.493
H 14.784 -7.433 2.819
C 11.615 -14.519 -0.417
O 10.649 -13.547 -0.039
C 11.051 -12.752 1.048
C 10.141 -11.501 1.002
N 10.770 -10.381 1.704
C 10.044 -9.120 1.570
C 10.580 -8.079 2.537
O 10.156 -8.391 3.837
C 10.646 -7.466 4.768
H 12.581 -14.039 -0.592
H 11.340 -15.002 -1.352
H 11.666 -15.268 0.376
H 12.072 -12.381 0.922
H 10.937 -13.229 2.027
H 9.179 -11.773 1.455
H 10.000 -11.202 -0.037
H 10.724 -10.647 2.685
H 8.981 -9.329 1.765
H 10.087 -8.796 0.528
H 10.075 -7.133 2.280
H 11.653 -7.885 2.433
H 10.264 -7.716 5.756
H 10.404 -6.414 4.566
H 11.743 -7.431 4.798
```

Computed properties:
**HOMO energy**: -7.94 eV
**SMILES**: COCCNCCOC.COCCNCCOC.COCCNCCOC.COCCNCCOC.COCCNCCOC.COCCNCCOC.NC(N)=O.NC(N)=O.NC(N)=O
**Kohn-Sham gap**: 8.36 eV
**Spin multiplicity**: 1
**LUMO**: 0.4 eV


Which of them is the most stable, and which is the least stable? arrangement Q and arrangement P, in that order.


Arrangement P

C10H17N | wB97M-V/def2-TZVPD

XYZ file:
```
28
Properties=species:S:1:pos:R:3
C -3.320 -1.291 -0.793
C -4.192 -0.218 -0.563
C -3.881 0.750 0.399
C -2.777 0.515 1.193
C -2.013 -0.630 0.943
C -0.272 0.938 -0.481
C 1.131 0.756 -0.992
C 2.005 0.027 0.080
C 3.372 -0.258 -0.445
C 4.112 -0.770 0.725
H -3.538 -2.044 -1.545
H -5.024 -0.098 -1.230
H -4.538 1.617 0.567
H -2.494 1.178 2.026
H -1.138 -0.803 1.632
H -0.720 -0.217 -0.682
H -0.064 0.964 0.805
H -0.800 2.012 -0.962
H 1.557 1.876 -0.857
H 1.389 0.321 -1.944
H 1.870 0.796 0.899
H 1.497 -0.955 0.401
H 3.855 0.719 -0.870
H 3.350 -0.995 -1.309
H 3.552 -1.562 1.294
H 5.096 -1.158 0.338
H 4.251 0.057 1.402
N -2.262 -1.526 -0.030
```

Computed properties:
**HOMO energy**: -9.24 eV
**SMILES**: c1ccncc1.CCCCC
**Kohn-Sham gap**: 10.11 eV
**Spin multiplicity**: 1
**LUMO**: 0.9 eV


Arrangement Q

C10H17N | wB97M-V/def2-TZVPD

XYZ file:
```
28
Properties=species:S:1:pos:R:3
C -0.641 1.245 -1.776
C 0.788 0.829 -1.332
C 0.769 0.251 -0.011
C 0.808 1.209 1.266
C -0.674 1.360 1.627
C -1.426 0.018 1.245
C -0.609 -0.433 0.044
C -1.357 -0.124 -1.260
C -0.294 -1.938 0.141
C 1.899 -0.844 0.220
H -0.989 2.150 -1.279
H -0.579 1.308 -2.844
H 1.650 1.587 -1.467
H 1.083 0.027 -2.148
H 1.398 2.026 0.892
H 1.409 0.842 2.026
H -1.047 2.262 1.135
H -0.868 1.449 2.673
H -2.556 0.031 0.948
H -1.570 -0.639 2.043
H -1.053 -0.880 -1.896
H -2.414 -0.223 -1.261
H -0.509 -2.342 1.190
H -0.974 -2.483 -0.552
H 1.631 -2.929 -0.023
H 2.231 -0.971 1.211
H 2.666 -0.690 -0.546
N 1.228 -2.099 -0.267
```

Computed properties:
**HOMO energy**: -8.51 eV
**SMILES**: C1C[C@]23CCC[C@@]2(C1)CNC3
**Kohn-Sham gap**: 9.49 eV
**Spin multiplicity**: 1
**LUMO**: 1.0 eV


Which of them is the most stable, and which is the least stable? arrangement Q and arrangement P, in that order.


Arrangement P

CH2ClNO2S2 | wB97M-V/def2-TZVPD

XYZ file:
```
9
Properties=species:S:1:pos:R:3
C 2.266 1.861 0.187
N 0.309 0.924 0.116
O 0.917 -0.558 -1.895
O 1.790 -1.091 0.363
S 2.065 2.947 1.281
S 0.731 -0.547 -0.441
Cl 3.073 1.044 -0.907
H -0.021 1.427 -0.721
H -0.560 -1.251 -0.123
```

Computed properties:
**HOMO energy (alpha / beta)**: -9.67 / -9.67 eV
**Kohn-Sham gap (alpha / beta)**: 8.20 / 8.20 eV
**Spin multiplicity**: 1
**LUMO (alpha / beta)**: -1.5 / -1.5 eV


Arrangement Q

CH2ClNO2S2 | wB97M-V/def2-TZVPD

XYZ file:
```
9
Properties=species:S:1:pos:R:3
C 1.027 1.034 -0.289
N 2.068 0.644 0.139
O -5.056 0.325 -0.947
O -4.489 0.529 1.402
S -0.417 1.535 -0.508
S -4.145 0.743 0.021
Cl -3.223 -1.773 -0.644
H 3.013 0.193 0.115
H -3.098 -1.674 0.695
```

Computed properties:
**HOMO energy**: -9.74 eV
**Kohn-Sham gap**: 9.13 eV
**Spin multiplicity**: 1
**LUMO**: -0.6 eV


Which of them is the most stable, and which is the least stable? arrangement Q and arrangement P, in that order.